[1]
Formula: C24H17N3NiTe
Source: the Open Molecules 2025 dataset
Level of theory: the ωB97M-V functional and the def2-TZVPD basis

Structure (ORCA input):
```
! RIJCOSX wB97M-V def2-TZVPD def2/J DEFGRID3
* xyz 0 3
Ni 0.01142 -0.48909 0.27289
C 0.78113 0.48515 4.52438
C 0.48997 -0.25225 3.37176
N 0.64098 0.22547 2.15419
C 1.07355 1.50258 1.99314
C 1.30841 2.34700 3.10528
C 1.18206 1.78692 4.39363
C 1.65646 3.69044 2.88331
C 1.76539 4.15911 1.59733
C 1.62094 3.32409 0.48939
C 1.32206 1.97099 0.64344
N 1.25009 0.98602 -0.28422
C 1.67045 0.83365 -1.56283
C 2.08179 1.79149 -2.48920
C 2.59244 1.41466 -3.72991
C 2.73422 0.09820 -4.09494
C 2.28133 -0.91467 -3.23036
C 2.36719 -2.28839 -3.54200
C 1.86165 -3.20836 -2.66326
C 1.25861 -2.76003 -1.48178
N 1.18285 -1.48770 -1.15099
C 1.70286 -0.55185 -1.98955
H 0.68620 0.02023 5.49185
H 0.13891 -1.27144 3.45933
H 1.40919 2.39590 5.25571
H 1.79789 4.33555 3.73584
H 1.98515 5.20457 1.43699
H 1.72989 3.74966 -0.49362
H 1.99283 2.83994 -2.26050
H 2.89688 2.18245 -4.42516
H 3.15459 -0.18254 -5.04788
H 2.83171 -2.59301 -4.47036
H 1.91585 -4.26826 -2.86361
H 0.83796 -3.47737 -0.78686
Te -2.05446 0.45801 -0.64188
C -3.56188 -0.96900 -0.16649
C -3.88048 -1.21550 1.16133
C -4.89432 -2.09158 1.49291
C -5.59255 -2.75048 0.49648
C -5.27692 -2.51479 -0.83159
C -4.27108 -1.62546 -1.16282
H -3.32176 -0.71738 1.94086
H -5.14417 -2.25135 2.53235
H -6.36648 -3.45586 0.75629
H -5.82600 -3.01303 -1.61796
H -4.02280 -1.45270 -2.20088
*
```

Output
- Lowest unoccupied orbital energy (alpha / beta): -0.24 / -0.33 eV
- Orbital gap (alpha / beta): 6.50 / 6.41 eV
- Calculated total energy: -77971.0641 eV
- Maximum force: 1.0 eV/Å

[2]
Formula: C24H17N3OP
Source: the Open Molecules 2025 dataset
Level of theory: the ωB97M-V functional and the def2-TZVPD basis

Structure (ORCA input):
```
! RIJCOSX wB97M-V def2-TZVPD def2/J DEFGRID3
* xyz -1 1
C -3.43500 0.94223 1.70572
C -3.72206 -0.31375 1.30959
C -4.23827 -0.53235 0.03164
N -4.68068 -0.70120 -1.03048
C -3.58905 -1.40036 2.17551
N -3.46812 -2.27545 2.93089
C -2.92731 1.29928 3.02961
C -1.86428 0.60463 3.60481
C -1.39897 0.94776 4.85195
C -1.99192 1.97490 5.55811
C -3.04686 2.67162 5.00242
C -3.50534 2.34623 3.74717
H -3.61620 1.73933 1.00540
H -1.40824 -0.20413 3.05651
H -0.57067 0.40812 5.27991
H -1.62957 2.23496 6.53934
H -3.51632 3.46716 5.55642
H -4.33533 2.88192 3.31736
C 4.63719 1.19053 -4.15931
C 4.72775 0.27713 -3.12941
C 3.62377 0.00597 -2.34548
C 2.44240 0.66115 -2.59426
P 1.05923 0.31883 -1.51566
C 0.75640 -1.44519 -1.60969
C 0.90555 -2.21020 -0.47826
C 0.75404 -3.58008 -0.55662
C 0.45959 -4.17654 -1.76478
C 0.29898 -3.39760 -2.89259
C 0.44836 -2.02443 -2.81829
C 1.55135 0.78205 0.14958
C 0.79188 1.58353 0.79558
N 0.08478 2.34437 1.46571
O -0.17847 1.10522 -2.00670
C 2.33213 1.56567 -3.62166
C 3.43955 1.83256 -4.40657
H 5.51038 1.42245 -4.75008
H 5.66562 -0.20613 -2.91501
H 3.68004 -0.70863 -1.53869
H 1.14143 -1.73770 0.46156
H 0.86362 -4.18000 0.33030
H 0.35051 -5.24906 -1.82300
H 0.05234 -3.86440 -3.83078
H 0.32511 -1.41223 -3.69882
H 2.45355 0.38849 0.57614
H 1.38973 2.06109 -3.80006
H 3.37739 2.56224 -5.19502
*
```

Output
- Lowest unoccupied orbital energy: 1.88 eV
- Orbital gap: 5.31 eV
- Calculated total energy: -40970.4043 eV
- Energy above the lowest of the compared OMol25 structures with the same formula, charge and spin: 16.8 kcal per mole
- Maximum force: 11.4 eV/Å

[3]
Formula: C24H18BaBrN5O9S
Source: the Open Molecules 2025 dataset
Level of theory: the ωB97M-V functional and the def2-TZVPD basis

Structure (ORCA input):
```
! RIJCOSX wB97M-V def2-TZVPD def2/J DEFGRID3
* xyz -2 1
Ba 1.29323 0.33731 -0.21222
O -3.20365 1.38174 -2.01702
C -2.26824 0.88738 -1.32880
N -0.99579 1.15798 -1.30381
C -0.56451 2.21362 -2.23203
C 0.96931 2.33566 -2.11729
C 1.60494 3.39945 -2.98112
C 2.80223 3.24306 -3.54588
C 3.56303 1.93975 -3.45895
C 2.59350 0.81574 -3.18722
N 1.48328 0.94528 -2.60645
C -2.70165 -0.17989 -0.30281
C -4.04605 -0.22506 0.06287
C -4.46196 -1.13133 1.01948
C -3.52705 -1.98776 1.58697
C -2.21724 -1.88922 1.14899
N -1.79892 -1.01735 0.23149
H -1.00496 3.18206 -1.96254
H -0.87472 1.99414 -3.26332
H 1.07151 4.34505 -3.04117
H 3.27300 4.05781 -4.08800
H 4.05478 1.73133 -4.41178
H 2.92949 -0.19469 -3.44528
H -4.71372 0.46981 -0.42757
H -5.50327 -1.17325 1.32134
H -3.79408 -2.71371 2.34509
H -1.45786 -2.54528 1.56776
O -0.60093 -3.81301 -2.66134
C 0.32771 -3.05947 -2.02888
O 0.84899 -2.10096 -2.51549
C 0.64437 -3.56026 -0.63411
C 0.65866 -4.89992 -0.31746
C 1.00601 -5.23908 0.98841
C 1.25383 -4.23519 1.89758
C 1.18771 -2.90266 1.48628
N 0.91495 -2.58021 0.21943
C 1.30720 -1.76819 2.54423
O 1.27213 -2.16561 3.71939
O 1.38447 -0.61083 2.07963
H -0.75849 -3.34108 -3.49118
H 0.42395 -5.64418 -1.06549
H 1.06079 -6.28096 1.28352
H 1.47343 -4.42052 2.93953
O 4.65889 1.89828 -2.49292
S 4.13320 1.78866 -0.79347
O 5.39186 2.05550 -0.08657
O 1.29602 2.58186 -0.80059
O 3.69923 0.34755 -0.70183
Br -1.89790 4.50622 5.41945
C -1.49915 3.17812 4.11957
C -1.78054 1.85410 4.39333
C -1.48655 0.92614 3.40219
N -0.96478 1.25008 2.22504
C -0.68896 2.53561 1.99216
C -0.93710 3.54667 2.91485
H -2.20726 1.54935 5.33829
H -1.67365 -0.13006 3.57066
H -0.25205 2.77893 1.02071
H -0.70068 4.57545 2.68438
*
```

Output
- Lowest unoccupied orbital energy: 3.76 eV
- Orbital gap: 5.83 eV
- Calculated total energy: -132633.0834 eV
- Energy above the lowest of the compared OMol25 structures with the same formula, charge and spin: 92.6 kcal per mole
- Maximum force: 3.5 eV/Å